ORCA calculation (the ωB97M-V functional and the def2-TZVPD basis) on a 2-piece molecular cluster, C9H11O overall.

Geometry as XYZ:
```
21
Properties=species:S:1:pos:R:3:forces:R:3:nbo_charge:R:1
C -2.893396 0.443007 0.162137 0.0 1.3 0.2 -0.064
C -2.226484 -0.740629 0.290781 -0.6 -0.6 -0.5 -0.241
C -2.320393 1.523996 -0.554808 0.9 -0.8 0.4 -0.227
C -0.992236 -0.872794 -0.222844 2.6 -1.2 0.7 -0.068
C -1.062160 1.392693 -1.138108 0.1 -1.5 1.8 -0.047
C -0.305999 0.210917 -0.818111 -2.2 -0.6 -1.3 -0.294
C 0.995920 0.091117 -1.222498 -0.4 2.4 -0.5 0.572
C 1.311820 0.052809 2.029763 2.5 1.6 1.5 -0.865
C 3.086977 -1.115067 -1.562653 -0.6 -0.1 0.2 0.004
O 1.936263 -0.635872 -1.322493 0.4 -0.7 -0.2 -0.261
H -3.781002 0.404912 0.791776 -0.3 1.2 -0.6 0.249
H -2.738103 -1.526363 0.792613 0.0 -0.7 0.4 0.244
H -2.615121 2.535931 -0.480768 -1.3 0.7 -0.3 0.248
H -0.384346 -1.759836 0.049678 -0.5 0.4 -0.5 0.231
H -0.585386 2.191613 -1.647488 0.3 0.6 -0.3 0.241
H 0.672647 0.404603 1.273143 -0.8 0.9 -0.3 0.188
H 0.787474 -0.561752 2.757349 0.4 -0.2 -0.2 0.237
H 1.922541 0.892222 2.546423 -1.8 -0.9 -0.5 0.242
H 2.186286 -0.343876 1.532946 0.0 -1.3 -0.1 0.197
H 3.682828 -1.174354 -0.719106 1.3 -0.1 1.3 0.202
H 3.321867 -1.413276 -2.537736 0.0 -0.5 -1.2 0.213
```
Forces are in eV/Å.

The HOMO-LUMO gap comes out at 7.68 eV. The LUMO energy comes out at -5.401 eV. The total charge is +1. The relative energy (zero: lowest compared OMol25 entry of this formula, charge and spin) is 5.288 eV. The total energy comes out at -11545.4151 eV.